1.
Formula: C11H16BiN3O4
Source: the Open Molecules 2025 dataset
Level of theory: ωB97M-V with the def2-TZVPD basis set

Last column: Mulliken charge in e.
Positions of all 35 atoms, in Å:
1 Bi 0.31345 1.21355 0.38849  1.38
2 O 0.71615 0.93695 -1.66971  -0.59
3 O 1.72205 -0.19465 -3.29601  -0.49
4 O 2.70295 -0.99845 3.56339  -0.39
5 O 0.88885 -0.16075 2.55589  -0.62
6 N 2.03285 -0.36705 0.16939  -0.11
7 N -1.02325 -0.60715 0.07659  -0.47
8 N -1.40795 2.43725 -0.78541  -0.62
9 C 4.37875 -1.72625 -0.24161  -0.37
10 C 3.90825 -1.51865 1.05409  -0.63
11 C -2.70535 1.93595 -1.29051  -0.66
12 C 1.61725 0.08725 -2.14581  0.27
13 C -3.59885 1.33285 -0.20411  -0.61
14 C 3.64635 -1.25285 -1.32311  -0.67
15 C -2.33425 -0.70485 0.78029  -0.57
16 C 2.48005 -0.53785 -1.06531  0.65
17 C 2.70415 -0.84865 1.21869  0.47
18 C -3.49655 -0.18645 -0.05281  -0.79
19 C 2.01915 -0.63385 2.52889  0.36
20 H -4.63255 1.54725 -0.47751  0.31
21 H 4.45305 -1.86505 1.91849  0.55
22 H 3.95425 -1.39865 -2.34781  0.53
23 H -4.40715 -0.53595 0.43629  0.38
24 H -2.49745 1.20175 -2.07021  0.40
25 H -0.86115 2.72575 -1.59721  0.33
26 H 2.26495 -0.84435 4.42299  0.42
27 H -3.48645 -0.65365 -1.03931  0.39
28 H -3.42265 1.81675 0.75829  0.39
29 H -0.45985 -1.41865 0.32329  0.41
30 H 5.30735 -2.25515 -0.40181  0.49
31 H -3.23145 2.77065 -1.76351  0.43
32 H -2.52195 -1.75535 1.01199  0.43
33 H -1.18495 -0.65255 -0.93281  0.37
34 H -2.25915 -0.15915 1.71939  0.29
35 H -1.57905 3.26995 -0.22181  0.35

Largest force on an atom: 0.01531 Eh/bohr
Total charge: +2
E_HOMO: -16.9 eV
Total energy: -30153.300 eV

***

2.
Formula: C11H16Br2CdN
Source: the Open Molecules 2025 dataset
Level of theory: ωB97M-V with the def2-TZVPD basis set

Last column: Mulliken charge in e.
Positions of all 31 atoms, in Å:
1 Cd 0.44633 -0.75908 1.36359  0.26
2 Br 2.36994 -0.98799 3.55564  -0.40
3 Br -1.21841 -3.98051 0.86054  -0.35
4 N 0.42910 -0.64103 -1.37026  0.70
5 C 1.82759 -0.50351 -1.72120  -1.39
6 C -2.17763 3.33472 0.02379  -0.33
7 C -1.21837 1.93088 1.71615  0.08
8 C -0.14135 -1.87352 -1.87915  -1.27
9 C -1.96085 3.04991 1.36614  -0.63
10 C -0.66353 1.04766 0.77462  -1.41
11 C -0.36666 -2.69358 2.13010  -0.92
12 C -0.35354 0.53787 -1.72268  -1.03
13 C 2.74025 -0.72252 1.45517  -1.12
14 C -0.89573 1.36689 -0.56491  1.70
15 C -1.63881 2.49126 -0.93160  -0.78
16 H -2.75564 4.20223 -0.27320  0.35
17 H 0.25829 1.19833 -2.35215  0.35
18 H 2.37794 -1.38633 -1.39693  0.37
19 H -2.36940 3.69821 2.13399  0.34
20 H 1.97113 -0.37995 -2.81011  0.33
21 H 0.39571 -3.29765 2.61917  0.35
22 H -1.79633 2.70802 -1.98606  0.35
23 H -1.16971 -1.97456 -1.53634  0.40
24 H 3.35172 -1.60293 1.24005  0.44
25 H -0.12570 -1.91637 -2.98338  0.31
26 H -1.16270 -2.52979 2.85669  0.39
27 H 3.43656 0.07846 1.71003  0.41
28 H -1.19524 0.23104 -2.35514  0.43
29 H 0.41046 -2.72768 -1.48749  0.32
30 H 2.25319 0.35921 -1.20941  0.39
31 H -1.05861 1.74232 2.77434  0.37

Largest force on an atom: 0.02667 Eh/bohr
Total charge: -1
E_HOMO: -4.6 eV
Total energy: -157805.171 eV

***

3.
Formula: C11H16BrCl2NO2PW
Source: the Open Molecules 2025 dataset
Level of theory: ωB97M-V with the def2-TZVPD basis set

Last column: Mulliken charge in e.
Positions of all 35 atoms, in Å:
1 W 0.06568 0.14673 0.72783  1.31
2 Br -2.93620 -1.49330 5.03574  -0.01
3 Cl 0.65370 4.22397 0.32188  -0.16
4 Cl -1.32579 1.90067 1.26469  -0.10
5 P 0.03923 -0.45173 -1.55638  0.12
6 O 2.92469 -1.13420 0.71760  -0.14
7 O 2.81627 2.73380 0.38279  -0.46
8 N -1.03964 -1.43119 1.36930  -0.30
9 C -1.67386 -0.66764 -2.13012  -1.04
10 C -1.33407 -1.25256 2.70638  -0.08
11 C 0.75313 1.08341 -2.20855  -1.06
12 C -2.87510 -3.11250 2.65355  0.05
13 C -2.39321 -3.42425 1.38065  -0.93
14 C -2.32659 -2.01548 3.30063  -0.55
15 C 3.14205 5.19296 0.21685  -1.06
16 C 2.41364 3.87494 0.30849  0.76
17 C 1.89806 -0.55338 0.69910  0.70
18 C -1.44521 -2.59908 0.77572  0.09
19 C 0.93181 -1.86227 -2.32100  -1.06
20 H -3.60804 -3.73160 3.13967  0.55
21 H 2.94411 5.82006 1.10464  0.35
22 H 0.58407 1.12659 -3.30300  0.45
23 H 0.43713 -2.79363 -2.01402  0.40
24 H -1.74926 -0.65967 -3.23255  0.45
25 H -0.82924 -0.42552 3.20479  0.63
26 H 2.83039 5.69930 -0.71431  0.34
27 H -2.76827 -4.28423 0.81433  0.43
28 H -2.04682 -1.63262 -1.75575  0.40
29 H -2.28312 0.14506 -1.70986  0.38
30 H -1.03151 -2.84709 -0.20941  0.50
31 H 4.22177 5.06463 0.15592  0.33
32 H 0.28458 1.94481 -1.71262  0.41
33 H 1.97712 -1.89249 -1.97700  0.40
34 H 0.91425 -1.79964 -3.42790  0.45
35 H 1.83426 1.10715 -2.00806  0.42

Largest force on an atom: 0.20468 Eh/bohr
Total charge: +3
E_HOMO (spin up / spin down): -19.1 / -19.1 eV
2S+1: 3
Total energy: -123421.389 eV

***

4.
Formula: C11H16Cl3F3MoO4S
Source: the Open Molecules 2025 dataset
Level of theory: ωB97M-V with the def2-TZVPD basis set

Last column: Mulliken charge in e.
Positions of all 39 atoms, in Å:
1 Mo -0.60020 0.06327 0.69065  0.75
2 Cl -3.73613 -3.50165 0.68358  -0.92
3 Cl -2.86861 -0.06616 1.22201  -0.36
4 Cl -0.28426 -2.24424 1.14398  -0.35
5 S 1.22516 0.17512 3.26357  0.89
6 F 3.33619 -0.85242 4.58355  -0.23
7 F 2.28235 -2.26879 3.29513  -0.21
8 F 1.39354 -1.67628 5.21481  -0.23
9 O -0.61036 1.92078 1.28537  -0.70
10 O 1.60334 1.34205 4.03960  -0.63
11 O 1.73528 0.15838 1.86193  -0.41
12 O -0.20012 -0.18276 3.30905  -0.50
13 C 0.34275 -2.33795 -1.88081  -1.51
14 C -2.54201 -1.06075 -1.92086  -1.76
15 C 2.44727 -0.06594 -1.22382  -2.08
16 C -2.21560 2.07771 -1.38191  -2.02
17 C 0.26894 1.31909 -1.13302  1.07
18 C -1.29482 -0.36567 -1.50824  1.07
19 C 2.11307 -1.24070 4.14658  0.53
20 C 0.91586 2.64987 -1.00229  -2.03
21 C -1.14050 1.05341 -1.31960  1.17
22 C 0.96934 0.07270 -1.18616  1.20
23 C 0.00911 -0.95711 -1.44450  -0.05
24 H -3.15785 1.69257 -0.98461  0.38
25 H 1.17987 3.05528 -1.98589  0.26
26 H -2.38152 2.39874 -2.41522  0.30
27 H 0.41446 -2.39060 -2.97544  0.34
28 H 1.83010 2.56363 -0.40865  0.42
29 H 0.24742 3.34397 -0.48859  0.36
30 H -0.41808 -3.05179 -1.55731  0.40
31 H 2.76711 -0.97024 -0.69921  0.42
32 H -1.93688 2.95012 -0.78596  0.32
33 H -2.53091 -1.27444 -2.99638  0.27
34 H -0.10197 2.10490 2.11334  0.25
35 H -3.42002 -0.44944 -1.70460  0.31
36 H -2.68593 -1.99965 -1.37111  0.21
37 H 2.81479 -0.12699 -2.25592  0.32
38 H 2.92288 0.79423 -0.74776  0.36
39 H 1.30693 -2.65225 -1.47528  0.37

Largest force on an atom: 0.03823 Eh/bohr
Total charge: -2
E_HOMO (spin up / spin down): -0.9 / -1.0 eV
2S+1: 3
Total energy: -78272.425 eV

***

5.
Formula: C11H16Cl3HfNOS
Source: the Open Molecules 2025 dataset
Level of theory: ωB97M-V with the def2-TZVPD basis set

Last column: Mulliken charge in e.
Positions of all 34 atoms, in Å:
1 Hf -0.84164 0.80904 0.98307  1.63
2 Cl -1.76554 4.80092 -1.58836  -0.97
3 Cl -2.88436 0.80156 -0.50402  -0.52
4 Cl -0.22577 3.05275 0.86720  -0.45
5 S -3.99908 1.95797 4.37809  -0.56
6 O 0.04314 0.18283 2.62805  -0.80
7 N -2.52269 0.93551 2.27674  -0.74
8 C 0.79286 0.55566 -1.10862  0.48
9 C 2.56831 0.71813 0.79735  -1.70
10 C -0.84728 -2.78882 -0.77685  -1.81
11 C -0.11503 -1.51359 -0.60629  0.63
12 C 1.45623 0.05453 0.06805  0.52
13 C 1.34785 -2.15650 1.44138  -1.78
14 C 0.88531 -1.23133 0.37467  0.94
15 C -0.97993 -0.34598 -2.75469  -1.61
16 C -0.16944 -0.41374 -1.51551  0.36
17 C -3.13870 1.39218 3.19690  0.56
18 C 1.11244 1.80144 -1.85021  -1.45
19 H 0.20113 2.32856 -2.15744  0.32
20 H 2.59771 0.39291 1.84131  0.34
21 H -1.87721 -0.96210 -2.67214  0.38
22 H 2.43085 1.80367 0.82151  0.35
23 H -0.49999 -0.18345 3.34452  0.27
24 H 1.71001 1.61110 -2.74930  0.29
25 H -0.86051 -3.37252 0.14617  0.37
26 H -0.42450 -0.68863 -3.63551  0.33
27 H -1.31353 0.67502 -2.95468  0.35
28 H 0.52224 -2.77139 1.81193  0.40
29 H 2.13229 -2.84704 1.10354  0.26
30 H 3.55263 0.52587 0.35294  0.29
31 H 1.73630 -1.60216 2.29976  0.35
32 H 1.66258 2.51003 -1.22874  0.30
33 H -0.40219 -3.42337 -1.55447  0.26
34 H -1.88447 -2.60907 -1.07638  0.38

Largest force on an atom: 0.08157 Eh/bohr
Total charge: -2
E_HOMO: -1.1 eV
Total energy: -64921.768 eV

***

6.
Formula: C11H16Cl3N5
Source: the Open Molecules 2025 dataset
Level of theory: ωB97M-V with the def2-TZVPD basis set

Last column: Mulliken charge in e.
Positions of all 35 atoms, in Å:
1 Cl 1.68088 -0.36411 0.72246  -0.10
2 Cl 0.80663 -2.97156 1.47788  -0.16
3 Cl -0.24653 -0.75154 2.91724  -0.15
4 N -3.24602 2.66334 3.02557  -0.40
5 N 4.14820 2.26196 -1.51811  -0.39
6 N 0.88664 4.86651 -0.68060  -0.43
7 N -1.06369 -0.46840 -1.81116  -0.31
8 N -2.36756 -5.37359 1.61602  -0.38
9 C 0.32693 -1.29244 1.34515  0.58
10 C -3.14872 -1.36681 -3.09283  -0.97
11 C -0.65178 2.78944 3.09657  -0.32
12 C 0.52895 2.37102 -1.32081  -0.18
13 C -2.14177 -4.74710 0.68736  0.19
14 C -1.91214 -3.89779 -0.49150  -0.44
15 C -2.10055 2.71888 3.05689  0.35
16 C 5.17767 0.59536 0.21981  -0.71
17 C -1.98084 -0.86391 -2.37545  0.40
18 C 0.70447 3.77690 -0.99107  0.22
19 C 4.60088 1.52507 -0.76474  0.35
20 H -0.24475 3.19883 2.17148  0.09
21 H -0.28414 1.77241 3.24547  0.00
22 H -3.98608 -1.43108 -2.39920  0.30
23 H -2.09019 -4.62294 -1.29341  0.30
24 H -0.43738 -1.27910 0.57384  -0.22
25 H -0.88571 -3.55290 -0.44386  0.18
26 H 4.49274 0.53710 1.06614  0.20
27 H 0.72585 1.76223 -0.44295  -0.22
28 H -2.68793 -3.14489 -0.59290  0.12
29 H 6.12896 0.96307 0.58932  0.32
30 H -3.46930 -0.69198 -3.88622  0.35
31 H -0.29423 3.44824 3.88639  0.28
32 H -2.91426 -2.31755 -3.56627  0.29
33 H 5.19348 -0.37950 -0.26249  0.25
34 H 1.23517 2.09801 -2.10397  0.34
35 H -0.48390 2.16883 -1.66003  0.28

Largest force on an atom: 0.03368 Eh/bohr
E_HOMO: -11.3 eV
Total energy: -56682.331 eV
SMILES: ClC(Cl)Cl.CC#N.CC#N.CC#N.CC#N.CC#N

***

7.
Formula: C11H16ClHfO3Tm
Source: the Open Molecules 2025 dataset
Level of theory: ωB97M-V with the def2-TZVPD basis set

Last column: Mulliken charge in e.
Positions of all 33 atoms, in Å:
1 Hf -0.87134 2.65433 -0.38592  1.34
2 Tm 0.11885 -0.36041 0.35752  0.58
3 Cl -2.11112 0.68197 -0.98893  -0.57
4 O -2.32096 -4.50199 0.63083  -0.62
5 O 1.14677 -2.01553 1.48810  -0.76
6 O -0.89390 -2.23650 0.59238  -0.63
7 C 0.12924 -2.77180 1.23618  1.30
8 C -1.85607 3.51371 1.29309  -1.23
9 C 1.00597 1.93620 0.12425  -1.19
10 C -0.69311 3.96239 -2.03638  -1.15
11 C 1.05942 -6.13003 2.50147  -0.61
12 C -1.16485 -6.29989 1.57598  -0.52
13 C -0.00527 -4.17510 1.55988  0.24
14 C -1.17676 -4.94305 1.23857  0.38
15 C 0.74547 -1.13364 -1.65026  -1.11
16 C 1.07903 -4.78025 2.17780  -0.55
17 C -0.07327 -6.89256 2.19517  -0.36
18 H -1.12994 3.52151 2.13894  0.29
19 H -2.76655 2.93246 1.54378  0.33
20 H 1.92061 -6.58063 2.98449  0.39
21 H 1.14501 1.96255 1.24627  0.42
22 H 1.96211 -4.17968 2.40951  0.42
23 H -2.04082 -6.90515 1.34348  0.41
24 H -2.28701 -3.56561 0.43691  0.43
25 H 0.39940 4.09959 -2.22572  0.26
26 H 1.38000 -1.97240 -1.20424  0.32
27 H 1.84314 1.76741 -0.58538  0.34
28 H -0.08775 -7.95887 2.44811  0.36
29 H -2.10854 4.55876 0.99054  0.28
30 H -0.15333 -1.55654 -2.17620  0.22
31 H -1.15483 4.92771 -1.71337  0.29
32 H 1.35419 -0.44130 -2.27641  0.34
33 H -1.21099 3.53151 -2.91714  0.33

Largest force on an atom: 0.03856 Eh/bohr
E_HOMO (spin up / spin down): -8.2 / -8.2 eV
2S+1: 3
Total energy: -61167.991 eV